Record 1
Entry from OMol25: CHI3NO2S as an isolated structure in a non-equilibrium geometry (ωB97M-V with the def2-TZVPD basis set).

* net charge: -1
* multiplicity: 3
* electronic energy: -1535.103907 hartree
* frontier orbital gap (alpha / beta): 7.091 / 6.375 eV
* maximum force: 3.184 eV/Å
* HOMO (alpha / beta): -4.33 / -5.12 eV

XYZ file:
```
9
Properties=species:S:1:pos:R:3:forces:R:3:lowdin_charge:R:1
C 2.509567 1.193047 -0.026858 -0.50 -1.50 -0.39 -1.151
N -0.503277 0.629134 -0.925222 -0.74 -2.46 1.88 -0.382
O -1.255416 0.203237 1.500456 0.38 -0.09 0.59 -0.518
O 0.223734 -1.409675 0.267483 -0.48 -0.19 0.56 -0.599
S -0.794591 -0.389573 0.275802 -0.11 1.82 -2.32 0.023
I 2.091347 0.041242 -1.734840 1.79 0.86 0.29 0.741
I 2.112918 0.404304 1.852133 0.74 0.85 -0.24 0.740
I -3.028009 -1.727391 -0.011903 0.00 -0.13 -0.45 0.182
H -1.356276 1.055677 -1.197051 -1.08 0.84 0.06 -0.036
```
Forces are in eV/Å.


Record 2
Entry from OMol25: an isolated ion of composition C4H8O2P and charge -1 in a non-equilibrium geometry (ωB97M-V with the def2-TZVPD basis set).

* net charge: -1
* energy relative to the best compared isomer or geometry (same formula, charge and spin): 4.3968 eV
* electronic energy: -648.962689 hartree
* frontier orbital gap (alpha / beta): 6.906 / 6.905 eV
* maximum force: 3.359 eV/Å
* HOMO (alpha / beta): -2.83 / -2.83 eV

XYZ file:
```
15
Properties=species:S:1:pos:R:3:forces:R:3:lowdin_charge:R:1
C 0.927044 -0.576533 2.015145 2.83 1.32 0.99 -0.016
C -0.261686 -0.770930 1.297160 -1.49 0.11 -2.40 -0.437
C -0.617039 0.388602 0.298275 -0.70 1.24 3.05 -0.329
C 0.051675 0.343870 -0.990287 -0.41 -0.96 -2.53 -0.383
O 2.598963 0.445829 -2.043632 1.03 1.13 -1.37 -0.527
O 1.508978 -1.764006 -1.663132 0.98 -0.45 -0.96 -0.362
P 1.854172 -0.266227 -0.979467 -1.69 -1.13 2.22 0.555
H 1.111172 0.564356 1.967365 0.05 -1.30 0.48 -0.020
H -0.280806 -1.779396 0.892009 -0.32 -0.24 -0.28 0.088
H -0.994569 -0.763784 2.088116 -0.58 -0.01 0.77 0.099
H -1.721912 0.684661 0.328944 1.24 -0.63 -0.41 0.110
H -0.080328 1.181737 0.857702 -0.85 0.26 -0.22 0.068
H -0.650159 -0.136078 -1.714905 0.93 -0.15 0.02 0.081
H 0.258335 1.306106 -1.409772 -0.21 1.00 -0.11 0.044
H 2.145348 -1.750796 -2.422536 -0.80 -0.21 0.76 0.029
```
Forces are in eV/Å.


Record 3
Entry from OMol25: C40H28CoIN2O4P as an isolated structure in a non-equilibrium geometry (ωB97M-V with the def2-TZVPD basis set).

* net charge: 0
* energy relative to the best compared isomer or geometry (same formula, charge and spin): 2.2432 eV
* multiplicity: 2
* electronic energy: -3973.364784 hartree
* frontier orbital gap (alpha / beta): 4.128 / 4.877 eV
* maximum force: 3.268 eV/Å
* HOMO (alpha / beta): -6.66 / -7.17 eV

XYZ file:
```
77
Properties=species:S:1:pos:R:3:forces:R:3:lowdin_charge:R:1
Co 0.212532 -1.463283 -0.253353 -0.92 0.19 -0.05 -0.025
O 3.125332 -0.386983 3.297147 -1.73 -0.38 -1.11 0.182
C 2.111632 -0.502283 2.428347 2.31 1.83 -1.41 -0.258
O 2.015332 0.250017 1.319747 0.07 -1.77 2.49 -0.092
C 0.994232 -1.290783 2.724347 -1.99 -1.41 0.54 -0.178
C 0.788232 -1.877483 4.001347 0.80 0.80 -0.89 0.045
C -0.457568 -2.345083 4.326347 -0.85 -0.19 -0.21 -0.019
C -1.505068 -2.197883 3.406247 0.74 0.01 0.52 0.063
C -1.199368 -1.733083 2.142147 -0.06 0.21 -0.46 -0.153
N 0.024032 -1.369383 1.764247 0.98 -0.13 0.75 0.116
C -2.250168 -1.528383 1.060247 -0.08 0.03 -0.91 -0.595
O -3.434868 -1.564483 1.336447 -0.23 -0.16 0.67 0.067
O -1.746968 -1.272983 -0.083453 -0.25 0.05 0.32 -0.113
H 3.796432 0.228017 2.960547 0.11 0.23 -0.20 0.119
H 1.622632 -1.908683 4.683147 -0.02 0.05 0.22 0.125
H -0.644768 -2.787783 5.292747 0.04 -0.02 0.08 0.115
H -2.527768 -2.454983 3.628147 -0.12 -0.03 0.00 0.132
C -0.313468 -5.975183 0.254947 -0.03 0.00 0.06 -0.063
C -0.622868 -6.321483 -1.053053 0.00 0.13 0.05 -0.062
C -0.760068 -5.325683 -1.997153 -0.01 0.04 0.08 0.002
C -0.570468 -3.993583 -1.623053 -0.02 -0.30 0.21 -0.210
N -0.290068 -3.678683 -0.350753 0.08 0.37 -0.07 0.056
C -0.166468 -4.633783 0.555547 -0.02 -0.28 -0.10 -0.132
C -0.540468 -2.884183 -2.571053 -0.02 0.67 -0.57 -0.183
C -0.905868 -3.015083 -3.912653 -0.02 -0.13 0.22 -0.039
C -0.724968 -1.968283 -4.793053 -0.09 -0.01 -0.26 -0.099
C -0.136168 -0.790483 -4.362053 0.10 0.15 0.10 -0.083
C 0.221832 -0.645883 -3.032253 -0.01 -0.08 -0.42 -0.136
C -0.027968 -1.658683 -2.123353 0.30 -0.17 0.64 -0.268
H -0.178368 -6.724683 1.017247 0.00 -0.09 0.11 0.097
H -0.735768 -7.357483 -1.334353 -0.03 -0.11 -0.02 0.105
H -0.978368 -5.570683 -3.023253 0.01 -0.04 -0.09 0.102
H 0.086732 -4.315783 1.559947 0.04 0.03 0.09 0.104
H -1.343768 -3.933783 -4.271953 -0.04 -0.13 -0.10 0.096
H -1.021268 -2.073583 -5.826553 -0.04 -0.04 -0.09 0.094
H 0.045532 0.018817 -5.055253 0.00 0.05 -0.13 0.099
H 0.724832 0.261117 -2.717453 -0.05 -0.04 0.00 0.080
I 2.618332 -2.135483 -0.614453 0.92 -0.13 0.24 0.479
C 2.968332 1.118717 0.857747 1.27 0.88 -0.20 -0.225
C 4.326032 0.895317 0.935847 -0.76 -0.38 0.04 -0.041
C 5.215332 1.901617 0.536547 0.12 0.48 -0.10 -0.053
C 4.753032 3.128517 0.153247 0.13 -0.24 0.06 -0.017
C 3.367032 3.380017 0.059947 -0.12 -0.26 0.07 -0.151
C 2.866732 4.658217 -0.255653 -0.24 0.09 0.01 -0.017
C 1.517832 4.886917 -0.272853 0.30 0.20 -0.05 -0.049
C 0.620832 3.824017 -0.126153 0.15 -0.37 0.29 -0.088
C 1.062732 2.535517 0.086547 -0.41 0.21 -0.08 -0.248
P -0.153768 1.144717 -0.087753 -0.22 0.24 -0.37 1.190
C -1.202768 1.644317 1.337747 -0.01 -0.05 -0.09 -0.317
C -0.575368 1.735317 2.579947 -0.09 -0.09 0.02 -0.102
C -1.281168 2.084117 3.713647 0.05 -0.01 0.12 -0.081
C -2.637468 2.349617 3.630147 -0.09 0.02 0.03 -0.085
C -3.268368 2.271717 2.401747 -0.14 0.06 0.13 -0.064
C -2.561268 1.926317 1.262547 0.05 -0.08 -0.06 -0.060
C -1.135068 1.715017 -1.533653 0.06 0.05 0.02 -0.345
C -2.359268 1.092217 -1.777053 0.01 -0.06 0.04 -0.102
C -3.158468 1.492117 -2.832053 -0.09 0.09 -0.08 -0.062
C -2.745568 2.504617 -3.680753 0.01 -0.03 0.00 -0.083
C -1.488568 3.056817 -3.506253 0.03 0.08 -0.15 -0.082
C -0.681568 2.655417 -2.456453 0.00 -0.03 0.06 -0.109
C 2.446832 2.328217 0.313447 -0.08 -0.14 0.11 -0.069
H 4.715532 -0.071683 1.221547 -0.05 -0.16 0.01 0.112
H 6.273632 1.700817 0.566547 0.13 -0.02 0.01 0.112
H 5.437132 3.927017 -0.091453 0.11 0.05 -0.02 0.117
H 3.567732 5.455217 -0.450153 0.08 0.11 0.00 0.115
H 1.131832 5.879917 -0.446553 0.01 0.11 -0.04 0.111
H -0.440468 4.016017 -0.206053 -0.02 -0.02 -0.06 0.120
H 0.480632 1.534817 2.668247 0.14 0.11 0.00 0.092
H -0.770068 2.155317 4.662847 0.04 0.00 0.10 0.102
H -3.192668 2.617217 4.517447 -0.06 0.03 0.04 0.102
H -4.324768 2.483817 2.324447 -0.08 0.00 -0.01 0.108
H -3.082368 1.881017 0.318747 0.01 -0.02 0.00 0.097
H -2.675268 0.268017 -1.156553 -0.03 -0.04 0.08 0.094
H -4.112268 1.010617 -2.987453 -0.08 -0.07 0.00 0.108
H -3.386668 2.847617 -4.479853 -0.02 -0.02 -0.09 0.101
H -1.131368 3.812417 -4.190753 0.05 0.05 -0.08 0.101
H 0.308632 3.080517 -2.371853 -0.04 0.03 -0.01 0.100
```
Forces are in eV/Å.


Record 4
Entry from OMol25: C7H10 in the gas phase (ωB97M-V with the def2-TZVPD basis set).

* net charge: 0
* energy relative to the best compared isomer or geometry (same formula, charge and spin): 5.0006 eV
* electronic energy: -272.534230 hartree
* frontier orbital gap: 8.984 eV
* maximum force: 0.315 eV/Å
* HOMO: -7.99 eV

XYZ file:
```
17
Properties=species:S:1:pos:R:3:forces:R:3:lowdin_charge:R:1
C -1.838036 -0.490285 -0.028121 -0.09 -0.18 0.06 -0.082
C -1.452575 0.864820 -0.566186 0.01 0.20 -0.06 -0.078
C -0.399961 -0.096988 -0.112023 0.06 -0.04 0.02 -0.452
C 0.658466 -0.812277 -0.956402 -0.02 -0.08 -0.10 -0.147
C 1.804092 -0.793647 0.099526 0.02 0.11 -0.18 -0.018
C 1.801518 0.648644 0.541975 0.09 0.09 0.01 -0.192
C 0.501392 0.102225 1.085334 -0.20 0.19 0.15 -0.175
H -2.203007 -1.236561 -0.729401 0.07 0.12 0.10 0.104
H -2.301724 -0.534124 0.954600 0.09 0.03 -0.14 0.104
H -1.554963 1.037648 -1.634467 0.03 -0.05 0.17 0.104
H -1.653515 1.736557 0.051985 0.03 -0.14 -0.08 0.104
H 0.366717 -1.824632 -1.252908 0.03 0.16 0.07 0.105
H 0.967498 -0.263232 -1.855330 -0.01 -0.06 0.13 0.117
H 0.911579 -1.035038 1.237709 -0.07 -0.09 0.07 0.140
H 1.667536 1.417984 -0.219334 0.01 -0.13 0.06 0.117
H 2.549304 0.915174 1.289020 -0.13 -0.06 -0.11 0.102
H 0.175681 0.363733 2.094015 0.06 -0.06 -0.14 0.146
```
Forces are in eV/Å.


Record 5
Entry from OMol25: C4H10NOPS2 in the gas phase in a non-equilibrium geometry (ωB97M-V with the def2-TZVPD basis set).

* net charge: 0
* energy relative to the best compared isomer or geometry (same formula, charge and spin): 0.6251 eV
* electronic energy: -1426.166019 hartree
* frontier orbital gap: 9.240 eV
* maximum force: 3.304 eV/Å
* HOMO: -8.67 eV

XYZ file:
```
19
Properties=species:S:1:pos:R:3:forces:R:3:lowdin_charge:R:1
C 0.749021 2.784366 1.619319 -1.38 0.04 0.45 -0.088
C 0.360628 1.325047 1.591087 0.83 0.57 1.49 -0.376
O 0.942275 0.769088 0.384893 -2.35 -1.55 -0.54 -0.360
P 0.538881 -0.851575 0.232498 0.27 0.14 -0.05 0.069
S 1.649569 -1.806252 1.435081 0.16 -0.56 0.53 0.264
N 0.731119 -1.344906 -1.414672 -0.78 0.45 1.71 -0.198
C -0.532740 -1.278410 -2.102222 -1.58 -1.05 -1.06 -0.368
C -1.588764 -2.076787 -1.238858 0.18 3.01 -1.35 -0.496
S -1.613189 -1.152289 0.361803 0.58 0.11 -0.40 0.632
H 0.188842 3.303276 0.809211 0.59 -0.03 0.64 0.089
H 1.803575 2.801320 1.467660 0.80 0.58 -0.12 0.064
H 0.473627 3.187453 2.635762 0.33 -0.15 -1.14 0.100
H -0.731934 1.294057 1.763794 0.28 -0.72 -0.93 0.101
H 0.841005 0.817002 2.457426 -0.34 0.12 -0.55 0.096
H 1.327007 -0.648537 -1.774668 1.39 0.77 -0.89 0.064
H -0.506694 -1.889797 -3.076109 0.32 1.32 1.10 0.133
H -0.863936 -0.187946 -2.246730 0.10 -1.67 -0.13 0.128
H -1.260557 -3.059968 -1.018460 0.11 -1.01 -0.21 0.049
H -2.507738 -1.985140 -1.886814 0.49 -0.38 1.46 0.096
```
Forces are in eV/Å.


Record 6
Entry from OMol25: C3H4F2O in the gas phase in a non-equilibrium geometry (ωB97M-V with the def2-TZVPD basis set).

* net charge: 0
* energy relative to the best compared isomer or geometry (same formula, charge and spin): 2.3974 eV
* electronic energy: -391.584686 hartree
* frontier orbital gap: 11.705 eV
* maximum force: 6.523 eV/Å
* HOMO: -10.73 eV

XYZ file:
```
10
Properties=species:S:1:pos:R:3:forces:R:3:lowdin_charge:R:1
F -2.099927 -0.777611 -0.234005 0.21 1.61 0.44 0.004
C -1.208107 0.153261 0.347908 -0.22 -1.70 -0.19 -0.300
F -1.522743 1.437268 0.006675 0.34 -1.39 0.20 0.082
C 0.140711 -0.409178 0.025173 -1.35 -3.27 0.31 -0.254
C 1.293596 0.231999 -0.572455 0.73 1.45 -5.76 -0.166
O 1.145526 0.164796 0.723583 0.98 2.78 5.82 0.001
H -1.180655 -0.057380 1.427537 -1.17 0.98 0.05 0.162
H 0.104528 -1.542331 0.371155 -0.10 2.00 -1.72 0.197
H 1.235517 1.213882 -1.263764 -0.12 -1.93 2.11 0.173
H 2.091551 -0.414707 -0.831807 0.71 -0.53 -1.27 0.099
```
Forces are in eV/Å.


Record 7
Entry from OMol25: C13H19BN6ORh as an isolated structure (ωB97M-V with the def2-TZVPD basis set).

* net charge: +1
* energy relative to the best compared isomer or geometry (same formula, charge and spin): 0.0000 eV
* electronic energy: -1045.773079 hartree
* frontier orbital gap (alpha / beta): 7.756 / 7.757 eV
* maximum force: 0.935 eV/Å
* HOMO (alpha / beta): -12.49 / -12.49 eV

XYZ file:
```
41
Properties=species:S:1:pos:R:3:forces:R:3:lowdin_charge:R:1
Rh -0.124200 -0.038138 0.023181 -0.82 -0.36 -0.27 1.289
C 4.123331 -0.210429 -0.187025 0.02 -0.01 -0.01 -0.029
C 2.871701 -0.657492 -0.605916 -0.05 -0.01 -0.01 -0.098
N 1.918493 0.011454 0.039228 0.29 0.30 0.30 -0.110
N 2.524190 0.886895 0.871567 -0.01 -0.02 -0.02 -0.023
C 3.854644 0.768118 0.749036 -0.04 -0.01 -0.01 -0.039
B 1.651396 1.805196 1.754182 0.13 -0.09 -0.09 -0.459
N 0.746155 0.872420 2.605483 -0.07 0.04 -0.07 0.002
C 0.573721 0.740782 3.926597 0.08 0.00 -0.02 -0.027
C -0.310566 -0.296761 4.162658 0.03 -0.01 0.00 -0.016
C -0.655815 -0.769585 2.902382 -0.03 -0.01 -0.05 -0.086
N -0.011189 -0.050167 1.982204 0.16 0.21 -0.04 -0.088
N 0.725676 2.596608 0.789487 -0.04 -0.07 0.01 0.004
C 0.541860 3.907075 0.586316 0.06 -0.02 0.02 -0.026
C -0.360103 4.078985 -0.448803 0.01 -0.01 0.00 -0.015
C -0.704225 2.791836 -0.843479 0.05 -0.04 -0.09 -0.096
N -0.036552 1.917875 -0.088625 0.10 -0.02 0.19 -0.088
H 5.086033 -0.552732 -0.521205 0.00 0.00 0.00 0.109
H 2.617743 -1.415785 -1.328955 0.01 0.00 0.00 0.119
H 4.514454 1.386306 1.334146 0.01 0.00 0.00 0.134
H 2.315843 2.525444 2.430878 -0.09 0.02 0.02 0.128
H 1.103881 1.384261 4.608484 -0.01 0.00 0.00 0.138
H -0.651034 -0.666999 5.112884 0.00 0.01 -0.01 0.113
H -1.309499 -1.574232 2.613750 -0.05 0.00 -0.02 0.118
H 1.074598 4.627456 1.184085 -0.01 0.00 0.00 0.138
H -0.717437 5.004597 -0.862730 0.01 0.00 0.00 0.113
H -1.375710 2.454449 -1.615527 0.00 0.00 0.02 0.121
C -3.218786 1.134433 0.852453 0.07 -0.06 -0.08 -0.028
C -3.219053 -0.089660 -0.055787 -0.06 -0.30 -0.13 -0.681
C -3.881226 -1.282002 0.633187 -0.08 0.14 -0.05 -0.027
C -3.908783 0.204313 -1.382437 -0.12 0.07 0.05 -0.029
O -1.885709 -0.503818 -0.397104 0.44 0.33 0.23 -0.314
H -4.243191 1.408221 1.104272 -0.02 -0.04 -0.01 0.101
H -2.755809 1.992847 0.366016 -0.06 -0.03 0.02 0.060
H -2.688538 0.932206 1.782732 0.04 -0.02 0.06 0.072
H -4.944378 -1.084224 0.770472 -0.02 -0.03 0.03 0.096
H -3.443631 -1.459370 1.614874 0.04 -0.01 0.04 0.068
H -3.772397 -2.182338 0.029217 0.01 0.03 -0.02 0.093
H -4.958011 0.445157 -1.209974 -0.01 0.02 -0.04 0.096
H -3.855249 -0.660109 -2.043577 0.01 -0.01 0.03 0.093
H -3.442062 1.053846 -1.883284 0.01 0.00 0.00 0.075
```
Forces are in eV/Å.


> Number 1 is which compound?

CHI3NO2S


> Which value of net charge does entry 1 give?

-1


> Number 7 is which compound?

C13H19BN6ORh


> net charge of number 3 (C40H28CoIN2O4P)?

0